Record 1
Computed, not measured: a molecular structure, C18H23N5O3PdS2 in a non-equilibrium geometry, with ωB97M-V/def2-TZVPD.

* multiplicity: 3
* HOMO-LUMO gap (spin up / spin down): 1.88 / 1.90 eV
* LUMO (spin up / spin down): -10.090 / -10.074 eV
* HOMO (spin up / spin down): -0.440 / -0.440 Ha
* charge: +2

Atoms and positions in Å:
C -1.26 3.73 -0.42
C -1.73 3.50 -1.68
H -0.30 4.18 -0.26
H -1.82 3.69 0.50
C -1.91 2.33 -2.60
C -1.50 0.97 -3.12
H -0.56 0.74 -2.52
H -2.19 0.27 -2.59
C -2.24 4.86 -2.23
H -2.03 5.58 -1.42
H -3.33 4.90 -2.39
H -1.74 5.29 -3.12
C -2.66 2.63 -3.81
H -2.04 3.30 -4.47
H -3.70 2.97 -3.69
H -2.72 1.64 -4.35
Pd 1.91 -2.75 0.17
O 0.71 -0.88 0.44
C -0.46 -0.66 0.63
O 0.02 -3.53 0.61
C -1.10 -3.00 0.47
O -2.19 -3.73 0.62
N -1.40 -1.66 0.24
C -3.37 -2.86 0.49
C -2.87 -1.48 0.15
H -3.87 -2.88 1.47
H -3.99 -3.29 -0.30
H -3.23 -0.72 0.84
H -3.20 -1.19 -0.86
C -0.99 0.74 1.19
C 0.06 1.51 0.71
H -1.81 0.84 0.32
H 0.52 1.74 -0.33
H 0.39 2.29 1.43
N 3.55 -1.31 -2.00
C 4.11 -1.12 -0.80
N 3.55 -1.64 0.29
C 4.15 -1.23 1.51
C 5.20 -0.35 1.30
S 5.45 -0.05 -0.40
C 3.46 -1.62 2.69
C 3.58 -1.20 4.02
S 2.29 -1.84 4.97
C 1.60 -2.60 3.52
N 2.37 -2.43 2.47
N 0.43 -3.25 3.52
H 3.95 -0.91 -2.83
H 2.72 -1.93 -2.01
H 5.75 0.10 2.11
H 4.37 -0.55 4.39
H -0.06 -3.36 4.40
H 0.15 -3.76 2.69



Record 2
Computed, not measured: 2 unconnected molecules or ions with the total composition C5H12N2O in a non-equilibrium geometry, with ωB97M-V/def2-TZVPD.

* multiplicity: 2
* HOMO-LUMO gap (spin up / spin down): 7.15 / 4.63 eV
* LUMO (spin up / spin down): 4.003 / 2.535 eV
* HOMO (spin up / spin down): -0.115 / -0.077 Ha
* charge: -1

Atoms and positions in Å:
C -0.75 1.39 -1.09
C -0.43 -0.13 -1.09
C 1.02 -0.75 -1.06
C 0.34 -0.56 -2.41
O 0.67 0.25 -3.37
N -1.22 0.05 1.54
C 0.14 -0.11 1.64
N 0.78 0.01 3.07
H 0.02 1.87 -0.55
H -1.72 1.66 -0.63
H -0.73 1.72 -2.11
H -1.21 -0.93 -0.97
H 1.27 -1.86 -0.86
H 1.64 -0.10 -0.58
H 0.10 -1.66 -2.77
H -1.89 -0.73 1.76
H 0.74 0.63 1.11
H 0.43 -1.10 1.31
H 0.43 0.96 3.36
H 0.38 -0.62 3.70



- Among the records above, which one has the highest charge?
  C18H23N5O3PdS2



- The highest multiplicity belongs to which entry?
  C18H23N5O3PdS2



- Which of these has the lowest multiplicity?
  C5H12N2O



- What is the charge in the first record?
  +2